Record 1
DFT (the ωB97M-V functional and the def2-TZVPD basis) results for a structure of composition C14H21F3N3O17Tl.

```
59
Properties=species:S:1:pos:R:3:forces:R:3:mulliken_charge:R:1
Tl 15.0027 -31.2721 -11.3072 -0.2 0.1 -0.3 0.907
F 17.6216 -31.7959 -5.8322 0.1 0.3 -0.1 -0.289
F 25.7863 -30.9506 -10.4822 -0.2 0.8 -0.4 -0.270
F 23.6882 -34.5880 -8.4458 -0.5 0.5 -0.5 -0.263
O 17.3054 -33.8240 -4.8980 0.8 0.0 -0.4 -0.369
O 17.7187 -32.4640 -12.9087 0.2 0.3 -0.1 -0.530
O 17.1844 -32.1184 -9.4143 -0.3 0.4 -0.3 -0.511
O 19.8678 -32.1811 -13.0466 -0.5 0.4 -0.3 -0.432
O 21.9189 -29.1408 -7.1653 -0.1 -0.1 -0.3 -0.507
O 20.8042 -32.7232 -5.5559 -0.6 0.9 -0.6 -0.455
O 15.2541 -28.7328 -9.2427 0.1 -1.0 0.1 -0.467
O 22.0427 -32.9563 -10.5540 -0.2 0.5 -0.6 -0.392
O 22.4190 -33.3449 -6.9999 0.4 1.0 -0.5 -0.209
O 22.5953 -28.7106 -5.1757 0.4 0.0 -0.2 -0.472
O 15.7495 -34.4368 -3.3766 0.2 0.0 0.0 -0.406
O 17.6826 -30.3009 -10.3313 -0.9 -0.4 0.1 -0.443
O 15.1447 -33.5412 -5.3376 0.3 0.6 -0.6 -0.350
O 22.6669 -31.2540 -9.3014 -0.7 0.6 0.9 -0.072
O 20.5732 -34.5638 -6.8536 -0.3 0.7 -0.1 -0.299
O 16.3510 -27.1529 -8.3855 0.2 -0.5 0.6 -0.469
O 23.7915 -31.6284 -11.1570 -0.6 0.6 -0.1 -0.315
N 15.9483 -28.2917 -8.3289 0.1 1.7 -0.7 0.933
N 21.7405 -29.0063 -5.9647 -0.2 -0.3 0.4 0.993
N 18.8818 -32.7869 -12.7066 0.1 -0.5 1.1 0.915
C 20.3772 -29.2295 -5.4099 0.5 1.4 0.5 -0.774
C 23.9566 -30.7056 -9.0256 0.7 0.0 -1.0 -0.493
C 15.8564 -33.1924 -6.5317 -0.5 -1.3 -0.2 -0.309
C 19.4534 -31.2273 -9.0530 -0.7 -0.6 0.3 0.038
C 22.7616 -31.9980 -10.4041 0.5 -1.0 0.3 0.495
C 21.2010 -33.3881 -6.4503 0.5 -2.4 1.0 0.552
C 18.0667 -31.2565 -9.6030 2.3 0.4 0.6 1.274
C 19.1214 -33.9825 -11.8525 1.3 -0.7 -0.6 -0.475
C 16.0369 -33.9744 -4.4221 -0.6 -0.2 0.2 0.478
C 21.3633 -35.1564 -7.8771 0.7 0.3 -1.0 0.180
C 17.3016 -33.1239 -6.0951 -0.3 0.6 0.4 0.716
C 16.2259 -29.1350 -7.1413 0.1 -0.5 -0.6 -0.117
C 22.7436 -34.6364 -7.5007 0.0 -0.8 1.0 0.095
C 24.4922 -30.5620 -10.4735 0.6 -1.3 1.4 0.254
H 15.7423 -28.6720 -6.2859 -0.2 -0.2 0.0 0.394
H 23.1843 -35.1791 -6.6591 -0.1 -0.2 0.0 0.309
H 19.4298 -30.8139 -8.0422 0.0 0.1 0.0 -0.100
H 19.8716 -32.2357 -8.9664 0.0 0.1 -0.2 -0.402
H 20.3760 -30.1925 -4.9078 -0.3 -0.2 -0.4 0.292
H 20.3269 -28.4254 -4.6728 -0.3 -0.3 0.2 0.385
H 20.0927 -30.6121 -9.6862 0.1 0.1 -0.1 0.448
H 19.3741 -33.6685 -10.8428 -0.7 0.2 0.1 -0.018
H 20.0830 -34.3944 -12.1660 -0.2 0.0 -0.3 0.350
H 18.3489 -34.7286 -11.9960 -0.3 0.3 0.3 0.321
H 23.9624 -29.7894 -8.4409 -0.6 -0.1 -0.1 0.388
H 21.3163 -36.2385 -7.9599 -0.3 0.0 0.6 0.426
H 17.2924 -29.2294 -6.9517 0.1 0.4 -0.2 -0.155
H 19.6630 -28.9644 -6.1829 -0.1 -0.7 -0.1 0.208
H 24.3080 -29.5719 -10.8897 0.3 -0.2 -0.6 0.338
H 15.8679 -30.1068 -7.4706 -0.3 0.0 0.7 0.075
H 15.7407 -34.0348 -7.2197 0.0 0.0 -0.1 0.302
H 21.0773 -34.7483 -8.8538 0.1 0.1 0.0 -0.243
H 15.4317 -32.3181 -7.0139 0.1 0.2 0.3 0.239
H 24.5553 -31.4724 -8.5272 0.0 0.0 0.1 0.253
H 18.0609 -33.4641 -6.8044 -0.2 -0.3 0.3 0.049
```
Positions in Å, forces in eV/Å.

Summary:
Charge: +2
Highest occupied orbital energy (hartree): -0.5920
Energy relative to the best compared isomer or geometry (same formula, charge and spin) (eV): 0.000


Record 2
DFT (the ωB97M-V functional and the def2-TZVPD basis) results for a cluster of 2 separate species, C5H7N in total.

```
13
Properties=species:S:1:pos:R:3:forces:R:3:mulliken_charge:R:1
N -0.3064 -1.6660 -0.1889 0.4 0.4 0.2 -0.581
C -3.7095 0.9445 -0.0761 0.3 -0.4 0.0 -0.341
C 0.4540 -0.7681 0.1824 -0.1 -0.2 -0.1 0.428
C -3.0241 -0.0404 -0.1633 -0.3 0.5 0.0 -0.448
C 2.5406 0.4717 -0.2466 0.1 0.0 -0.1 -0.962
C 1.2435 0.2304 0.4881 -0.2 -0.2 0.0 -0.340
H 3.3706 -0.0585 0.2351 -0.1 0.1 -0.1 0.253
H 2.7889 1.5363 -0.2594 -0.1 -0.1 0.0 0.294
H -2.3725 -0.8880 -0.2579 -0.2 0.2 0.0 0.433
H -0.1147 -2.5693 0.2449 0.0 0.0 0.0 0.249
H -4.3134 1.8214 -0.0060 0.1 -0.1 0.0 0.362
H 2.4752 0.1268 -1.2824 0.0 0.0 0.1 0.314
H 0.9678 0.8593 1.3301 0.0 -0.1 -0.1 0.340
```
Positions in Å, forces in eV/Å.

Summary:
Structure (SMILES): CC=C=N.C#C
Highest occupied orbital energy (hartree): -0.3303
Energy relative to the best compared isomer or geometry (same formula, charge and spin) (eV): 3.583


Record 3
DFT (the ωB97M-V functional and the def2-TZVPD basis) results for a structure of composition C11H20BCl2NO2Pb.

```
38
Properties=species:S:1:pos:R:3:forces:R:3:mulliken_charge:R:1
Pb -0.8404 -1.0675 0.5657 0.6 0.4 -0.3 1.257
Cl -2.0721 -1.2704 -1.6811 -0.2 0.0 0.1 -0.445
Cl 1.3920 -2.6872 -2.5183 0.0 -0.2 0.0 -0.829
O 1.1342 -0.2314 0.7470 0.0 -0.2 0.4 -0.647
O -1.8192 0.6012 1.5778 0.1 -0.2 0.4 -0.791
N -0.5537 -3.0808 2.0348 -1.0 -1.2 1.6 -0.737
C 1.6748 2.0329 -0.7848 -2.8 1.7 0.7 0.397
C 0.3481 2.5361 -0.6743 3.3 -0.7 0.4 0.730
C 0.0882 0.4647 -3.7789 0.1 -0.8 -0.4 -1.339
C -1.1357 -3.6864 2.8608 1.3 1.8 -2.0 0.394
C 2.8946 0.3862 -2.3475 0.2 -0.7 0.0 -1.261
C -1.8490 2.2499 -1.9881 -0.6 0.1 0.0 -1.490
C 0.4369 1.1573 -2.5293 -0.1 0.9 1.3 0.500
C -0.1637 3.4637 0.3504 -0.1 0.3 0.4 -1.743
C -0.4200 1.9846 -1.7402 1.2 -1.4 -1.5 0.626
C 1.7209 1.1456 -1.9067 -1.6 0.3 -1.0 0.717
C 2.8303 2.3875 0.0573 0.3 -0.1 0.3 -1.665
B -1.9663 -4.3590 3.9761 -0.4 -0.4 0.6 -0.065
H -0.9926 0.4700 -3.9464 0.1 0.0 -0.1 0.337
H 1.5294 -0.3356 1.6294 -0.4 -0.2 -0.3 0.207
H 0.4147 -0.5878 -3.7153 -0.2 0.2 -0.1 0.182
H -1.3568 0.7416 2.4251 -0.2 -0.1 -0.5 0.233
H -2.3738 2.4804 -1.0511 0.1 -0.1 -0.2 0.311
H -2.2705 -3.4723 4.7689 0.0 -0.2 -0.2 -0.137
H 3.4895 3.1009 -0.4658 0.0 -0.1 0.2 0.240
H 0.4860 3.4676 1.2343 -0.1 0.1 -0.1 0.369
H 3.5791 0.2532 -1.5043 0.2 0.1 -0.2 0.299
H -2.3458 1.3809 -2.4407 0.2 0.3 0.1 0.346
H -2.9365 -4.8879 3.4493 0.1 0.1 0.2 -0.137
H 2.5778 -0.6338 -2.6418 0.1 0.3 -0.1 0.142
H -1.2640 -5.1866 4.5261 0.0 -0.1 0.0 -0.144
H -0.1958 4.4879 -0.0521 -0.1 0.0 0.2 0.272
H -1.1697 3.1750 0.6793 0.2 0.1 0.0 0.329
H 0.6081 0.9178 -4.6381 -0.2 0.0 0.0 0.296
H 3.4181 0.8771 -3.1846 -0.1 -0.1 0.1 0.225
H -1.9705 3.1174 -2.6570 -0.1 -0.1 0.1 0.272
H 2.5017 2.8364 1.0010 0.1 0.0 -0.1 0.397
H 3.4134 1.4876 0.2889 0.0 0.2 0.1 0.351
```
Positions in Å, forces in eV/Å.

Summary:
Charge: -2
Highest occupied orbital energy (spin up / spin down) (hartree): -0.0555 / -0.0517
Energy relative to the best compared isomer or geometry (same formula, charge and spin) (eV): 0.991


Record 4
DFT (the ωB97M-V functional and the def2-TZVPD basis) results for a cluster of 2 separate species, C4H6ClIO3S in total.

```
16
Properties=species:S:1:pos:R:3:forces:R:3:mulliken_charge:R:1
I 3.1942 1.5579 -0.5517 -1.3 -0.9 -0.1 -0.011
Cl 0.3389 -0.4996 -2.5238 -0.2 -0.2 0.1 0.011
S -0.5334 1.2528 -0.4543 -0.3 2.8 1.3 1.090
O -0.1933 1.7223 0.8621 0.4 -0.5 -0.2 -0.560
O -0.4432 2.2158 -1.5361 -0.3 -1.8 0.7 -0.571
O 1.3051 -2.3901 -0.5448 -0.3 1.4 -0.1 -0.514
C -2.1327 0.5523 -0.2686 -1.9 -2.1 -1.9 -0.896
C 0.3731 -0.2375 -0.8516 2.0 1.3 -2.9 -0.077
C 0.9894 -1.3092 -0.0770 -0.4 -1.3 2.7 0.609
C 1.0920 -1.0114 1.4223 1.9 -1.5 1.2 -0.901
H 1.6367 -0.0549 1.5395 -0.3 -0.5 0.1 0.257
H 1.7827 -1.8949 1.8388 -1.7 2.0 -0.7 0.268
H -2.9994 1.1442 -0.6253 0.9 0.5 0.3 0.388
H -2.1824 -0.3161 -1.0188 0.1 0.9 1.2 0.322
H 0.1527 -0.9187 2.0479 0.8 -0.3 -1.2 0.266
H -2.3804 0.1870 0.7414 0.7 0.2 -0.4 0.319
```
Positions in Å, forces in eV/Å.

Summary:
Highest occupied orbital energy (spin up / spin down) (hartree): -0.3427 / -0.3410
Energy relative to the best compared isomer or geometry (same formula, charge and spin) (eV): 2.596


Which value of energy relative to the best compared isomer or geometry (same formula, charge and spin) does entry 1 give? 0.000 eV


The highest energy relative to the best compared isomer or geometry (same formula, charge and spin) belongs to which entry? C5H7N